Record 1
{
  "formula": "C4H3BrCl2O3",
  "method": "ωB97M-V/def2-TZVPD",
  "smiles": "C[C@@]1(Br)OC(=O)OC1(Cl)Cl",
  "gap_ev": 11.1796,
  "e_homo_ev": -10.9,
  "de_lowest_kj_mol": 34.90,
  "charge": 0,
  "symbols": ["Br", "Cl", "Cl", "O", "O", "O", "C", "C", "C", "C", "H", "H", "H"],
  "positions_angstrom": [[-2.53214, 0.83837, 0.77827], [-2.55118, -1.86430, 2.09257], [0.09371, -2.47525, 1.13642], [-2.66295, -2.90618, -2.27434], [-2.38715, -0.94325, -1.26581], [-2.07518, -2.83222, -0.10711], [-0.23081, -0.09589, -0.64765], [-1.53883, -0.53086, -0.07246], [-1.56614, -1.86093, 0.70823], [-2.38560, -2.25871, -1.33686], [0.17808, -0.88944, -1.28441], [-0.55480, 0.80489, -1.25298], [0.62364, 0.22742, 0.11473]],
  "forces_ev_per_a": [[0.147, 0.857, -0.031], [-0.654, -0.117, 1.816], [-0.180, 0.561, 0.126], [-0.277, -0.480, -0.761], [1.318, 1.229, 1.319], [-0.123, 0.402, -1.851], [1.416, 2.066, 0.458], [-1.182, -0.920, -1.243], [1.257, -1.089, 0.611], [-0.334, -1.048, 0.508], [-0.127, 0.266, 0.077], [0.961, -1.000, 0.391], [-2.221, -0.725, -1.421]]
}

=====

Record 2
{
  "formula": "C4H3BrF2",
  "method": "ωB97M-V/def2-TZVPD",
  "gap_ev": [8.1625, 7.1713],
  "e_homo_ev": [-8.9, -8.8],
  "de_lowest_kj_mol": 474.41,
  "charge": 0,
  "symbols": ["Br", "F", "F", "C", "C", "C", "C", "H", "H", "H"],
  "positions_angstrom": [[0.08608, 0.82372, 0.21348], [-3.99620, -0.44690, 1.09591], [-3.83676, 1.32950, -0.27971], [-2.90730, -0.61682, -1.18419], [-1.98397, -0.14994, -0.35866], [1.85914, 1.16123, -0.01304], [-3.35743, 0.13548, 0.03874], [2.50482, 0.29320, 0.12827], [2.28155, 1.68145, -0.92991], [-3.08303, -1.29404, -1.97180]],
  "forces_ev_per_a": [[-0.479, 0.494, 0.561], [0.299, 0.922, -0.717], [-1.299, 1.205, 1.084], [1.567, 0.074, 2.364], [-1.012, -0.635, -0.755], [2.117, -0.248, -2.012], [0.757, -1.478, -1.462], [-0.217, 0.049, 0.606], [-1.200, -0.090, 1.154], [-0.535, -0.292, -0.825]]
}

=====

Record 3
{
  "formula": "C4H3BrIN2O",
  "method": "ωB97M-V/def2-TZVPD",
  "gap_ev": [6.9837, 6.6733],
  "e_homo_ev": [-13.6, -13.4],
  "de_lowest_kj_mol": 272.78,
  "charge": 1,
  "symbols": ["I", "Br", "O", "N", "N", "C", "C", "C", "C", "H", "H", "H"],
  "positions_angstrom": [[3.26873, -0.73360, 0.14843], [-2.97847, 0.31810, 0.12919], [1.82754, 2.32621, 0.04581], [1.57345, 0.13213, -0.43983], [-0.63345, -2.05419, -0.03952], [1.09513, 1.38183, -0.05298], [-0.40763, -0.79961, -0.02318], [-1.12320, 0.40900, 0.11600], [-0.37950, 1.51433, 0.07345], [0.10670, -2.63749, 0.20235], [-0.88140, 2.57289, 0.21041], [-1.46788, -2.42960, -0.37014]],
  "forces_ev_per_a": [[-0.217, 0.280, 0.133], [-0.490, 0.042, 0.198], [0.061, 0.267, 0.171], [-3.086, -1.538, 0.351], [0.563, 2.620, -0.090], [1.017, 0.119, 0.018], [3.011, 1.206, 0.282], [-0.314, -0.541, -0.986], [-1.454, 2.308, 0.597], [1.622, -1.586, 0.069], [1.411, -2.227, -0.450], [-2.123, -0.950, -0.293]]
}

=====

Please write out number 3 again, unchanged.
{
  "formula": "C4H3BrIN2O",
  "method": "ωB97M-V/def2-TZVPD",
  "gap_ev": [6.9837, 6.6733],
  "e_homo_ev": [-13.6, -13.4],
  "de_lowest_kj_mol": 272.78,
  "charge": 1,
  "symbols": ["I", "Br", "O", "N", "N", "C", "C", "C", "C", "H", "H", "H"],
  "positions_angstrom": [[3.26873, -0.73360, 0.14843], [-2.97847, 0.31810, 0.12919], [1.82754, 2.32621, 0.04581], [1.57345, 0.13213, -0.43983], [-0.63345, -2.05419, -0.03952], [1.09513, 1.38183, -0.05298], [-0.40763, -0.79961, -0.02318], [-1.12320, 0.40900, 0.11600], [-0.37950, 1.51433, 0.07345], [0.10670, -2.63749, 0.20235], [-0.88140, 2.57289, 0.21041], [-1.46788, -2.42960, -0.37014]],
  "forces_ev_per_a": [[-0.217, 0.280, 0.133], [-0.490, 0.042, 0.198], [0.061, 0.267, 0.171], [-3.086, -1.538, 0.351], [0.563, 2.620, -0.090], [1.017, 0.119, 0.018], [3.011, 1.206, 0.282], [-0.314, -0.541, -0.986], [-1.454, 2.308, 0.597], [1.622, -1.586, 0.069], [1.411, -2.227, -0.450], [-2.123, -0.950, -0.293]]
}

=====

Copy entry 1 word for word.
{
  "formula": "C4H3BrCl2O3",
  "method": "ωB97M-V/def2-TZVPD",
  "smiles": "C[C@@]1(Br)OC(=O)OC1(Cl)Cl",
  "gap_ev": 11.1796,
  "e_homo_ev": -10.9,
  "de_lowest_kj_mol": 34.90,
  "charge": 0,
  "symbols": ["Br", "Cl", "Cl", "O", "O", "O", "C", "C", "C", "C", "H", "H", "H"],
  "positions_angstrom": [[-2.53214, 0.83837, 0.77827], [-2.55118, -1.86430, 2.09257], [0.09371, -2.47525, 1.13642], [-2.66295, -2.90618, -2.27434], [-2.38715, -0.94325, -1.26581], [-2.07518, -2.83222, -0.10711], [-0.23081, -0.09589, -0.64765], [-1.53883, -0.53086, -0.07246], [-1.56614, -1.86093, 0.70823], [-2.38560, -2.25871, -1.33686], [0.17808, -0.88944, -1.28441], [-0.55480, 0.80489, -1.25298], [0.62364, 0.22742, 0.11473]],
  "forces_ev_per_a": [[0.147, 0.857, -0.031], [-0.654, -0.117, 1.816], [-0.180, 0.561, 0.126], [-0.277, -0.480, -0.761], [1.318, 1.229, 1.319], [-0.123, 0.402, -1.851], [1.416, 2.066, 0.458], [-1.182, -0.920, -1.243], [1.257, -1.089, 0.611], [-0.334, -1.048, 0.508], [-0.127, 0.266, 0.077], [0.961, -1.000, 0.391], [-2.221, -0.725, -1.421]]
}